A molecular structure, C29H44F15IInNO11P in a non-equilibrium geometry, computed with the ωB97M-V functional and the def2-TZVPD basis.

As for the gap between HOMO and LUMO: 0.1819 Ha. The max |F| comes out at 9.84 eV/A. As for the energy: -118118.397 eV.

Geometry as ORCA input:
```
! RIJCOSX wB97M-V def2-TZVPD def2/J DEFGRID3
* xyz -1 1
C -3.620 -3.555 6.041
C -4.719 -3.863 5.184
C -5.946 -3.841 4.068
C -5.538 -4.771 2.784
C -5.118 -3.956 1.428
In -4.329 -1.860 1.749
N -3.126 -1.593 3.491
C -6.048 -0.433 1.503
C -6.018 0.941 2.367
C -4.591 1.394 3.005
I -4.710 1.061 5.182
P -2.752 -1.408 -0.251
C -1.141 -0.619 0.440
O -2.299 -2.897 -1.032
H -2.686 -3.105 6.629
H -6.336 -2.769 3.811
H -6.857 -4.396 4.604
H -4.725 -5.598 3.068
H -6.513 -5.401 2.506
H -5.977 -3.916 0.599
H -4.243 -4.586 0.916
H -2.434 -2.375 3.510
H -2.545 -0.706 3.392
H -7.038 -1.021 1.819
H -6.189 -0.191 0.355
H -6.840 0.957 3.232
H -6.355 1.820 1.631
H -4.521 2.579 2.877
H -3.631 0.966 2.496
H -1.044 -0.994 1.567
H -0.264 -1.012 -0.237
H -1.176 0.565 0.475
H -3.057 -3.112 -1.658
C 3.955 -0.634 -3.117
C 3.293 -0.562 -4.481
O 2.048 -1.277 -4.474
C 0.964 -0.595 -3.984
O 1.013 0.557 -3.563
C -0.298 -1.451 -4.082
F -0.096 -2.739 -3.676
F -0.769 -1.527 -5.360
F -1.326 -0.975 -3.325
H 4.070 -1.675 -2.799
H 4.940 -0.159 -3.140
H 3.347 -0.134 -2.357
H 3.934 -1.047 -5.225
H 3.150 0.474 -4.807
C 0.037 -0.367 -10.100
C 0.090 0.598 -8.930
O 1.434 0.724 -8.442
C 2.241 1.602 -9.119
O 1.876 2.257 -10.091
C 3.621 1.676 -8.466
F 4.118 0.447 -8.140
F 3.603 2.396 -7.308
F 4.558 2.262 -9.263
H 0.477 -1.331 -9.824
H -0.995 -0.528 -10.423
H 0.611 0.012 -10.950
H -0.513 0.205 -8.104
H -0.327 1.577 -9.194
C -0.232 1.140 6.260
C -0.244 1.540 4.796
O 1.042 2.039 4.400
C 1.980 1.094 4.067
O 1.772 -0.116 4.097
C 3.279 1.761 3.619
F 3.650 2.794 4.430
F 3.181 2.283 2.363
F 4.338 0.903 3.593
H 0.106 1.973 6.884
H -1.230 0.835 6.586
H 0.459 0.310 6.436
H -0.961 2.354 4.645
H -0.560 0.710 4.153
C 3.975 -1.813 2.655
C 4.669 -3.128 2.957
O 4.891 -3.870 1.748
C 6.003 -3.524 1.023
O 6.785 -2.636 1.352
C 6.145 -4.422 -0.205
F 4.963 -4.605 -0.865
F 6.594 -5.668 0.119
F 7.019 -3.930 -1.127
H 3.052 -1.986 2.092
H 3.732 -1.282 3.579
H 4.607 -1.166 2.039
H 4.025 -3.744 3.594
H 5.608 -2.974 3.502
C 2.021 6.299 -0.017
C 0.575 5.899 -0.245
O 0.024 5.306 0.941
C -0.435 6.178 1.895
O -0.392 7.400 1.782
C -1.037 5.416 3.074
F -0.268 4.359 3.469
F -2.265 4.901 2.779
F -1.207 6.193 4.181
H 2.606 5.444 0.336
H 2.468 6.678 -0.940
H 2.099 7.076 0.750
H 0.525 5.141 -1.033
H -0.032 6.749 -0.578
*
```

A molecular structure, C29H44N11O3PSW, computed with the ωB97M-V functional and the def2-TZVPD basis.

As for the gap between HOMO and LUMO: 0.2153 Ha. The max |F| comes out at 0.87 eV/A. As for the energy: -75230.092 eV.

Geometry as ORCA input:
```
! RIJCOSX wB97M-V def2-TZVPD def2/J DEFGRID3
* xyz 4 1
W -0.107 -0.382 -0.289
C 1.760 2.387 -3.363
C 0.869 3.205 -2.431
C 0.126 2.514 -1.273
N -0.523 1.185 -1.492
C -1.397 1.030 -2.538
C -1.919 2.140 -3.204
C -2.808 2.234 -4.262
C -3.447 1.211 -4.944
C -3.396 -0.149 -4.649
C -2.682 -0.814 -3.673
C -1.751 -0.344 -2.730
N -1.140 -1.168 -1.830
C -1.428 -2.634 -1.951
C -0.452 -3.614 -1.319
C -0.229 -3.459 0.182
N 0.505 -2.178 0.352
C 1.919 -2.403 0.135
C 2.720 -3.176 0.928
C 4.181 -3.299 1.061
C 5.171 -2.524 0.518
C 4.750 -1.589 -0.497
C 3.747 -2.121 -1.239
C 2.427 -1.622 -0.968
N 1.661 -0.666 -1.410
C 1.977 -0.087 -2.736
C 2.625 1.305 -2.712
H 2.407 3.106 -3.866
H 1.166 1.932 -4.162
H 0.189 3.793 -3.046
H 1.488 3.948 -1.919
H -0.622 3.204 -0.876
H 0.848 2.355 -0.476
H -1.585 3.095 -2.827
H -3.032 3.241 -4.596
H -4.086 1.503 -5.769
H -4.024 -0.781 -5.266
H -2.885 -1.874 -3.654
H -1.420 -2.880 -3.011
H -2.435 -2.814 -1.570
H 0.511 -3.574 -1.833
H -0.861 -4.609 -1.510
H 0.375 -4.285 0.550
H -1.166 -3.465 0.726
H 2.197 -3.762 1.682
H 4.476 -3.998 1.836
H 6.155 -2.507 0.972
H 4.981 -0.531 -0.410
H 3.763 -3.204 -1.298
H 1.040 -0.058 -3.294
H 2.626 -0.803 -3.240
H 3.566 1.242 -3.258
H 2.896 1.581 -1.688
S 1.946 0.655 1.074
C 2.011 0.315 2.774
N 1.626 -0.805 3.361
C 1.971 -0.832 4.797
C 2.753 0.491 4.969
N 2.600 1.119 3.641
H 1.215 -1.567 2.847
H 2.581 -1.703 5.025
H 1.071 -0.866 5.407
H 3.805 0.329 5.191
H 2.329 1.128 5.741
H 3.049 1.982 3.377
N -5.322 -1.360 0.859
N -3.963 -1.456 1.010
N -3.431 -1.802 2.172
C -2.152 -1.612 1.949
N -1.942 -1.164 0.694
N -3.134 -1.077 0.107
H -5.789 -1.998 1.499
H -5.605 -1.544 -0.099
H -1.384 -1.782 2.683
C -1.553 1.402 4.096
O -0.979 0.765 2.909
P -1.078 1.392 1.463
O -0.633 2.879 1.587
C 0.481 3.610 2.139
O -2.570 1.547 1.013
C -3.523 2.591 1.406
H -0.811 2.061 4.542
H -1.808 0.602 4.784
H -2.448 1.965 3.845
H 0.173 4.650 2.179
H 1.351 3.500 1.497
H 0.703 3.254 3.144
H -4.190 2.175 2.157
H -4.081 2.849 0.513
H -2.999 3.464 1.784
*
```

A molecular structure, C29H45AsIN6O6PS2Tl in a non-equilibrium geometry, computed with the ωB97M-V functional and the def2-TZVPD basis.

As for the gap between HOMO and LUMO: 0.3007 Ha. The max |F| comes out at 1.57 eV/A. As for the energy: -156620.468 eV.

Geometry as ORCA input:
```
! RIJCOSX wB97M-V def2-TZVPD def2/J DEFGRID3
* xyz 1 1
Tl -0.786 0.042 -0.064
C 0.792 4.449 3.016
C 1.114 3.011 3.001
N 2.157 2.461 3.532
N 2.039 1.139 3.313
C 0.920 0.846 2.636
S 0.349 -0.682 2.258
N 0.304 2.047 2.443
N -0.833 2.215 1.688
H 1.671 4.994 3.346
H -0.020 4.648 3.716
H 0.497 4.791 2.025
H 2.765 0.497 3.596
H -0.652 2.828 0.899
H -1.621 2.535 2.246
S -5.632 0.039 -1.212
C -5.674 -1.512 -0.441
C -6.764 -2.206 0.061
C -6.546 -3.460 0.596
C -5.263 -4.006 0.648
C -4.173 -3.310 0.171
C -4.367 -2.049 -0.390
N -3.405 -1.248 -0.927
C -3.892 -0.151 -1.395
C -3.102 0.857 -2.067
C -3.694 1.709 -3.005
C -2.927 2.627 -3.693
C -1.562 2.698 -3.471
C -0.963 1.873 -2.528
C -1.736 0.980 -1.823
H -7.755 -1.784 0.009
H -7.383 -4.025 0.977
H -5.124 -4.989 1.072
H -3.171 -3.715 0.208
H -4.757 1.634 -3.186
H -3.397 3.283 -4.407
H -0.959 3.412 -4.006
H 0.097 1.938 -2.334
N -2.767 -1.656 2.329
C -3.209 -0.405 2.265
O -2.876 0.377 1.381
C -4.139 0.061 3.355
I -3.024 1.447 4.570
H -2.121 -1.967 1.611
H -3.001 -2.286 3.076
H -4.503 -0.727 4.006
H -4.967 0.630 2.937
C 3.049 -2.734 0.223
C 3.459 -1.259 0.228
C 4.538 -1.004 -0.816
C 3.987 -0.905 1.619
O 2.279 -0.490 -0.028
P 2.248 0.995 -0.675
O 2.344 0.968 -2.148
O 0.952 1.576 -0.112
O 3.461 1.685 0.130
C 4.016 2.962 -0.188
C 2.925 4.026 -0.099
C 4.653 2.962 -1.575
C 5.063 3.217 0.900
H 3.810 -3.321 0.731
H 2.954 -3.088 -0.800
H 2.100 -2.846 0.746
H 5.336 -1.732 -0.705
H 4.949 -0.008 -0.689
H 4.122 -1.076 -1.817
H 4.932 -1.414 1.787
H 3.265 -1.230 2.366
H 4.142 0.167 1.686
H 2.126 3.782 -0.795
H 3.332 5.010 -0.322
H 2.525 4.034 0.912
H 3.920 2.672 -2.322
H 5.480 2.259 -1.620
H 5.025 3.957 -1.801
H 4.597 3.185 1.884
H 5.513 4.195 0.757
H 5.842 2.462 0.853
C 0.148 -4.995 -1.151
As -0.280 -3.175 -1.720
C 1.150 -2.435 -2.821
C -1.845 -3.266 -2.877
O -0.593 -2.360 -0.322
H -0.551 -5.275 -0.360
H 1.160 -5.019 -0.751
H 0.070 -5.699 -1.976
H 0.799 -2.318 -3.844
H 2.023 -3.085 -2.823
H 1.433 -1.461 -2.422
H -2.716 -3.621 -2.326
H -1.641 -3.926 -3.718
H -2.046 -2.257 -3.238
*
```

A molecular structure, C29H45AsN5O3RbS3, computed with the ωB97M-V functional and the def2-TZVPD basis.

As for the gap between HOMO and LUMO: 0.2411 Ha. The max |F| comes out at 0.79 eV/A. As for the energy: -138396.419 eV.

Geometry as ORCA input:
```
! RIJCOSX wB97M-V def2-TZVPD def2/J DEFGRID3
* xyz 0 1
Rb 0.474 -0.330 0.153
C -3.054 -0.207 -1.965
C -1.831 -0.077 -2.889
N -0.755 -1.006 -2.612
C -0.812 -2.348 -3.135
C -1.934 -3.223 -2.583
S -1.985 -3.459 -0.782
C -3.586 -2.743 -0.337
C -3.547 -1.311 0.200
N -2.710 -0.434 -0.579
H -3.666 0.696 -2.111
H -3.682 -1.034 -2.296
H -2.197 -0.148 -3.928
H -1.412 0.922 -2.765
H 0.138 -0.574 -2.803
H -0.929 -2.371 -4.235
H 0.144 -2.822 -2.904
H -2.910 -2.856 -2.899
H -1.826 -4.210 -3.037
H -4.243 -2.825 -1.205
H -4.025 -3.387 0.426
H -4.596 -0.974 0.286
H -3.139 -1.325 1.215
H -2.471 0.408 -0.075
S 3.641 0.486 0.665
C 3.138 0.648 2.328
C 4.103 0.876 3.333
C 3.715 0.975 4.648
C 2.365 0.847 4.976
C 1.482 0.636 3.936
N 1.837 0.548 2.655
H 5.140 0.966 3.046
H 4.458 1.146 5.418
H 2.012 0.904 5.997
H 0.417 0.532 4.137
O 4.832 -7.839 -1.181
C 3.504 -7.702 -1.674
N 2.582 -7.759 -0.594
C 2.020 -6.718 0.097
O 1.168 -6.928 0.937
C 2.472 -5.327 -0.215
C 3.803 -4.948 -0.351
C 4.083 -3.611 -0.569
C 3.032 -2.709 -0.653
N 1.750 -3.057 -0.515
C 1.491 -4.341 -0.288
H 5.435 -7.902 -1.930
H 3.282 -8.518 -2.368
H 3.383 -6.750 -2.196
H 2.296 -8.664 -0.252
H 4.594 -5.683 -0.271
H 5.099 -3.252 -0.654
H 3.237 -1.655 -0.793
H 0.453 -4.619 -0.149
C -2.688 2.332 3.222
As -1.356 2.134 1.794
C -0.099 3.492 2.414
C -2.328 3.120 0.356
C -2.635 4.551 0.633
C -3.845 4.933 1.207
C -4.109 6.264 1.495
C -3.168 7.241 1.210
C -1.958 6.875 0.637
C -1.695 5.544 0.355
H -2.987 3.373 3.352
H -2.250 1.970 4.152
H -3.564 1.725 2.995
H -0.586 4.458 2.545
H 0.732 3.577 1.715
H 0.295 3.139 3.366
H -3.245 2.547 0.194
H -1.714 3.008 -0.541
H -4.594 4.179 1.422
H -5.059 6.537 1.938
H -3.375 8.279 1.434
H -1.214 7.629 0.413
H -0.740 5.264 -0.077
C 0.546 3.969 -2.862
S 1.133 3.081 -1.407
C 2.856 2.946 -1.863
O 0.554 1.704 -1.531
H 1.033 4.942 -2.910
H -0.529 4.107 -2.754
H 0.759 3.387 -3.758
H 3.291 3.946 -1.880
H 2.940 2.466 -2.837
H 3.326 2.338 -1.086
*
```

A molecular structure, C29H45Cl2DyN2PS in a non-equilibrium geometry, computed with the ωB97M-V functional and the def2-TZVPD basis.

The expectation value of S² is 9.338. As for the gap between HOMO and LUMO (spin up / spin down): 0.1491 / 0.1496 Ha. The max |F| comes out at 1.86 eV/A. As for the energy: -103040.825 eV.

Geometry as ORCA input:
```
! RIJCOSX wB97M-V def2-TZVPD def2/J DEFGRID3
* xyz -1 6
P -0.085 0.956 -0.833
C -0.107 0.117 -2.554
C 0.172 0.962 -3.812
C -0.096 0.167 -5.098
C 0.572 -1.215 -5.115
C 0.407 -1.999 -3.813
C 0.733 -1.162 -2.572
C 1.751 1.322 -0.575
C 2.487 1.800 -1.819
C 3.887 2.318 -1.460
C 4.698 1.274 -0.686
C 3.923 0.599 0.457
C 2.507 0.154 0.072
C -0.672 2.663 -1.313
C -2.127 2.609 -1.792
C -2.575 3.991 -2.293
C -2.354 5.105 -1.259
C -0.945 5.096 -0.656
C -0.496 3.701 -0.202
H -1.171 -0.180 -2.579
H 1.219 1.293 -3.828
H -0.445 1.871 -3.835
H 0.252 0.757 -5.958
H -1.182 0.053 -5.220
H 0.148 -1.795 -5.940
H 1.641 -1.097 -5.337
H -0.629 -2.350 -3.724
H 1.040 -2.894 -3.832
H 0.528 -1.754 -1.673
H 1.801 -0.910 -2.571
H 1.709 2.140 0.158
H 3.780 3.234 -0.862
H 1.944 2.599 -2.346
H 2.599 0.954 -2.514
H 4.410 2.600 -2.384
H 5.590 1.754 -0.277
H 5.054 0.509 -1.389
H 4.494 -0.261 0.828
H 3.845 1.307 1.291
H 1.973 -0.203 0.967
H 2.555 -0.691 -0.627
H -0.030 2.973 -2.152
H -2.262 1.872 -2.599
H -2.768 2.281 -0.963
H -2.009 4.234 -3.203
H -3.636 3.951 -2.571
H -3.104 5.027 -0.459
H -2.529 6.075 -1.732
H -0.905 5.779 0.205
H -0.226 5.467 -1.399
H 0.549 3.767 0.132
H -1.071 3.386 0.676
Dy -1.183 -0.382 1.670
Cl -0.030 1.719 2.464
Cl -2.115 -1.727 -0.256
C -0.233 -2.030 2.965
H -0.405 -1.991 4.061
C 0.594 -3.125 2.621
C 1.142 -3.990 3.643
C 2.234 -4.808 3.392
C 2.793 -4.863 2.098
C 2.194 -4.159 1.036
C 1.055 -3.387 1.266
H 0.716 -3.900 4.645
H 2.690 -5.395 4.196
H 2.622 -4.199 0.031
H 0.518 -2.890 0.449
H 3.706 -5.435 1.923
C -4.357 -0.928 6.188
N -4.027 -2.025 5.290
C -4.218 -3.383 5.529
C -3.783 -4.046 4.424
N -3.319 -3.084 3.536
C -3.495 -1.824 4.048
S -3.346 -0.305 3.307
H -3.493 -0.262 6.278
H -5.189 -0.333 5.795
H -4.623 -1.330 7.166
H -4.627 -3.771 6.452
H -3.805 -5.091 4.180
H -2.861 -3.262 2.645
*
```